C26H25N6O2SSn | ωB97M-V/def2-TZVPD

Geometry as XYZ:
```
61
Properties=species:S:1:pos:R:3:forces:R:3
Sn -0.019048 0.173345 -0.599102 -0.1 0.4 0.0
N 0.074630 -2.027721 -0.647124 0.0 -0.1 0.0
C -1.033437 -2.872102 -1.085633 0.0 0.1 0.0
C -0.672901 -4.140843 -1.524622 0.0 0.0 0.0
C -1.617504 -5.016805 -2.019955 0.0 0.0 0.0
C -2.936808 -4.595916 -2.092445 0.0 0.0 0.0
C -3.285615 -3.336747 -1.643944 0.0 0.0 0.0
C -2.358582 -2.436934 -1.095033 0.0 0.0 0.1
C -2.877197 -1.116814 -0.602405 0.1 0.0 -0.1
C -4.197342 -1.086035 -0.137674 0.0 0.0 0.0
C -4.840428 0.100090 0.169009 0.1 0.0 0.0
C -4.171929 1.302217 -0.000452 0.0 -0.1 0.0
C -2.841305 1.277382 -0.384770 0.0 0.1 0.0
C -2.160701 0.090801 -0.654330 -0.1 -0.1 0.1
H 0.876089 -2.258770 -1.230410 0.1 0.0 0.1
H 0.416809 -2.232563 0.297916 -0.1 -0.1 0.0
H 0.369346 -4.436761 -1.474060 0.0 0.0 0.0
H -1.324787 -6.000635 -2.360747 0.0 0.0 0.0
H -3.696809 -5.244707 -2.506854 0.0 0.0 0.0
H -4.314287 -3.024067 -1.748564 0.0 0.0 0.0
H -4.734222 -2.013972 0.003496 0.0 0.0 0.0
H -5.859304 0.081651 0.532991 0.0 0.0 0.0
H -4.668125 2.243615 0.198918 0.0 0.0 0.0
H -2.331005 2.232461 -0.467441 -0.1 -0.1 0.1
N 0.053701 2.510335 -1.152417 0.0 -0.1 0.2
N -0.294850 2.839593 -2.463568 0.0 -0.1 -0.1
C -0.182230 1.928009 -3.461838 -0.1 0.1 0.1
N -0.296949 2.421512 -4.693552 0.0 0.0 0.0
S 0.032577 0.270365 -3.257447 0.1 -0.1 0.0
H -0.531899 3.019911 -0.498098 0.0 0.0 0.0
H 1.048004 2.714611 -1.020918 0.1 0.0 0.0
H -0.137792 3.804960 -2.712594 0.0 0.1 -0.1
H -0.477503 3.395508 -4.874094 0.0 0.0 0.0
H -0.271327 1.788855 -5.474288 0.0 0.0 0.0
C 0.135771 0.760281 1.393116 0.1 -0.1 0.0
C 0.120247 0.810659 2.602654 0.0 0.1 0.0
C 0.104808 0.884336 4.034624 0.0 0.0 0.0
C 1.171375 0.362385 4.768695 0.0 0.0 0.0
C 1.153361 0.424683 6.151910 0.0 0.0 0.0
C 0.077633 1.006723 6.809042 0.0 0.0 0.0
C -0.985453 1.526027 6.082297 0.0 0.0 0.0
C -0.976559 1.465238 4.698956 0.0 0.0 0.0
H 2.002585 -0.092152 4.245012 0.0 0.0 0.0
H 1.979855 0.017749 6.719548 0.0 0.0 0.0
H 0.066767 1.054195 7.890184 0.0 0.0 0.0
H -1.824290 1.977269 6.595647 0.0 0.0 0.0
H -1.802900 1.862057 4.123483 0.0 0.0 0.0
C 5.089180 1.865944 -2.316690 0.0 0.0 0.0
N 4.337403 0.921339 -1.493059 0.0 0.0 0.0
C 4.972883 -0.011494 -0.719464 0.0 0.0 0.0
C 4.293163 -0.836049 0.085230 0.0 0.0 0.0
C 2.848415 -0.776278 0.098533 -0.1 -0.1 0.1
O 2.170887 -1.529779 0.797237 0.1 0.1 -0.1
N 2.229040 0.149647 -0.741756 0.1 0.0 0.0
C 2.964244 1.065505 -1.452366 0.0 0.0 0.0
O 2.455950 2.020125 -2.048390 0.0 -0.1 0.0
H 6.148824 1.679614 -2.167827 0.0 0.0 0.0
H 4.854367 2.887185 -2.029254 0.0 0.0 0.0
H 4.841336 1.734137 -3.367689 0.0 0.0 0.0
H 6.051520 -0.021234 -0.792017 0.0 0.0 0.0
H 4.782318 -1.561938 0.714393 0.0 0.0 0.0
```
Forces are in eV/Å.

Its highest occupied orbital energy is -10.74 eV. For the lowest unoccupied orbital energy, the calculation gives -2.2516 eV. As for the charge: +1. As for the frontier orbital gap: 8.49 eV.


C4H7ClS | ωB97M-V/def2-TZVPD

Geometry as XYZ:
```
13
Properties=species:S:1:pos:R:3:forces:R:3
S -2.356038 -0.710943 -0.310380 0.3 1.1 -0.4
C -1.214555 0.122935 0.890886 -2.1 1.6 0.6
C -0.542996 1.404635 0.395669 1.3 -2.3 -0.8
C 0.655174 1.407421 -0.233160 -1.2 -0.7 0.0
C 1.367726 0.243070 -0.893478 -1.5 -0.7 0.4
Cl 2.255499 -0.741532 0.285142 0.8 -0.3 0.7
H -2.569156 0.442656 -1.011766 -0.1 -0.7 0.2
H -0.540529 -0.634165 1.191729 0.9 -0.6 0.3
H -1.892767 0.393998 1.774233 1.2 -0.4 -1.1
H -1.104216 2.297009 0.495700 -0.1 0.9 0.6
H 1.152185 2.320363 -0.408521 0.2 1.2 -0.3
H 2.101184 0.621194 -1.622148 -0.6 -0.4 0.1
H 0.614327 -0.528293 -1.260073 1.0 1.4 -0.2
```
Forces are in eV/Å.

Its highest occupied orbital energy is -9.18 eV. For the lowest unoccupied orbital energy, the calculation gives 0.5750 eV. As for the frontier orbital gap: 9.76 eV.


C26H29ClMgN5O8S2 | ωB97M-V/def2-TZVPD

Geometry as XYZ:
```
72
Properties=species:S:1:pos:R:3:forces:R:3
Mg -0.725848 -0.598496 -1.007261 0.1 -0.3 0.0
C -0.954938 -3.339192 0.761380 0.0 -0.1 0.0
C -1.035749 -2.116072 1.670929 0.0 0.0 0.1
N -1.658908 -0.979769 1.002723 -0.1 0.2 -0.1
C -3.114423 -0.889894 0.984355 0.0 0.0 0.1
C -3.805491 -1.791406 -0.040377 0.0 0.0 0.0
S -3.089743 -1.800450 -1.717983 0.1 0.0 -0.1
C -2.521900 -3.523629 -1.859963 0.0 0.0 0.0
C -1.015338 -3.731921 -1.666005 0.0 0.0 0.0
N -0.483906 -2.953420 -0.559019 0.1 0.2 0.1
H -0.317098 -4.095216 1.236094 0.0 0.0 0.0
H -1.942152 -3.791161 0.658313 0.0 0.0 0.0
H -1.557922 -2.379769 2.601261 0.0 0.0 0.0
H -0.021307 -1.808257 1.935409 0.0 0.0 0.0
H -1.256791 -0.123291 1.365903 0.0 0.0 0.0
H -3.543771 -1.119385 1.971645 0.0 0.0 0.0
H -3.361869 0.141121 0.735444 0.0 0.0 0.0
H -3.845856 -2.826611 0.298990 0.0 0.0 0.0
H -4.833263 -1.443573 -0.139302 0.0 0.0 0.0
H -3.110538 -4.133625 -1.173174 0.0 0.0 0.0
H -2.787696 -3.853538 -2.864734 0.0 0.0 0.0
H -0.835187 -4.811203 -1.547296 0.0 0.0 0.0
H -0.491131 -3.402027 -2.560901 0.0 0.0 0.0
H 0.529682 -2.888292 -0.608533 0.0 0.0 0.0
O 4.121705 -1.088901 -4.850876 0.7 0.1 0.0
C 4.857873 -1.027769 -3.756553 -0.1 -0.1 -0.2
O 6.062995 -0.934247 -3.794261 0.1 0.0 0.0
C 4.127075 -1.124018 -2.463542 0.1 0.0 0.0
C 4.711461 -1.119505 -1.212208 0.0 0.2 0.0
Cl 6.331588 -0.894060 -0.741692 0.0 0.0 0.0
N 3.726383 -1.239818 -0.292870 -0.1 -0.2 -0.1
N 2.522463 -1.332175 -0.881463 0.1 -0.1 0.0
C 2.743999 -1.251921 -2.179128 -0.1 0.0 0.0
C 1.536140 -1.247305 -3.085040 0.2 0.0 0.4
O 1.714562 -1.280071 -4.312038 -0.5 0.0 0.0
O 0.438216 -1.221234 -2.476265 -0.3 0.0 -0.6
C 3.764586 -1.129756 1.126599 0.0 0.0 0.2
C 2.895467 -0.219300 1.715074 0.2 0.0 0.0
C 2.885270 -0.115387 3.097643 0.0 0.0 0.0
C 3.732082 -0.899109 3.871797 0.0 0.0 0.0
C 4.593439 -1.800520 3.263178 0.0 0.0 0.0
C 4.609707 -1.926260 1.881165 0.0 0.0 0.0
H 3.133023 -1.155133 -4.644657 -0.2 -0.1 -0.1
H 2.247625 0.385713 1.084923 0.2 -0.1 0.2
H 2.217546 0.594747 3.569206 0.0 0.0 0.0
H 3.723619 -0.804457 4.950334 0.0 0.0 0.0
H 5.251592 -2.416133 3.862806 0.0 0.0 0.0
H 5.265850 -2.635960 1.396766 0.0 0.0 0.0
C -2.447895 5.969036 2.929551 0.0 0.0 0.0
C -2.501657 4.984384 1.793195 0.0 0.0 0.0
C -1.872797 3.747102 1.887278 0.0 0.0 0.0
C -1.889944 2.856841 0.824514 0.0 0.0 0.0
C -2.540570 3.192345 -0.353194 0.1 -0.1 0.1
C -3.159176 4.427880 -0.468159 -0.1 0.0 0.0
C -3.144631 5.308928 0.602067 0.0 0.0 0.0
S -2.602495 2.027107 -1.715354 0.0 -0.1 -0.1
O -3.647513 1.069439 -1.366684 0.0 0.1 0.0
O -2.860200 2.865031 -2.865881 0.0 0.0 0.0
N -1.244041 1.259935 -1.737554 -0.1 0.1 0.3
C -0.001814 2.029258 -1.700314 0.0 0.1 0.0
C 0.903656 1.588535 -0.521382 -0.3 -0.1 -0.2
O 1.925955 2.218293 -0.287285 0.1 0.0 0.1
O 0.495804 0.547716 0.131982 -0.2 0.2 -0.2
H -2.170307 5.479412 3.863102 0.0 0.0 0.0
H -3.411070 6.460708 3.075317 0.0 0.0 0.0
H -1.708663 6.749077 2.733461 0.0 0.0 0.0
H -1.342862 3.484716 2.796232 0.0 0.0 0.0
H -1.349487 1.920549 0.885426 0.0 0.0 0.0
H -3.641536 4.685147 -1.401457 0.0 0.0 0.0
H -3.633816 6.272661 0.507391 0.0 0.0 0.0
H -0.157143 3.106900 -1.595584 0.0 0.0 0.0
H 0.569093 1.890620 -2.623440 0.0 0.0 0.0
```
Forces are in eV/Å.

Its highest occupied orbital energy is -5.72 eV. For the lowest unoccupied orbital energy, the calculation gives 2.0914 eV. As for the charge: -1. As for the frontier orbital gap: 7.81 eV.


C7H12 | ωB97M-V/def2-TZVPD

Geometry as XYZ:
```
19
Properties=species:S:1:pos:R:3:forces:R:3
C -0.838994 -1.445115 -3.523557 0.0 -0.1 -0.1
C -0.666797 -0.367647 -2.553309 0.1 0.8 0.8
C -0.510054 0.476522 -1.699386 -0.1 -0.8 -0.8
C -0.247050 1.258236 -0.488018 0.0 0.1 0.1
C 0.123859 0.264582 0.622831 0.0 -0.1 0.0
C 0.516636 0.864801 1.967451 0.0 0.1 0.0
C 0.811881 -0.249768 2.975758 0.0 0.0 0.1
H -0.728492 -2.412866 -3.021396 0.0 0.1 -0.1
H -0.088609 -1.394063 -4.318729 -0.1 0.0 0.1
H -1.831197 -1.418848 -3.984492 0.1 0.0 0.1
H -1.127454 1.849986 -0.205154 0.1 -0.1 0.0
H 0.570182 1.972023 -0.656902 -0.1 -0.1 0.0
H -0.719425 -0.425149 0.757550 0.1 0.1 0.0
H 0.957932 -0.347046 0.255078 -0.1 0.1 0.1
H -0.284078 1.514349 2.346166 0.1 -0.1 -0.1
H 1.400054 1.504074 1.838586 -0.1 -0.1 0.0
H -0.113206 -0.661023 3.394436 0.1 0.0 -0.1
H 1.340312 -1.077117 2.486281 0.0 0.1 0.1
H 1.434500 0.094070 3.806806 -0.1 0.0 -0.1
```
Forces are in eV/Å.

Its highest occupied orbital energy is -9.28 eV. For the lowest unoccupied orbital energy, the calculation gives 1.0757 eV. As for the frontier orbital gap: 10.36 eV.